[1]
Here is a 3-piece molecular cluster, C7H14 overall from the OMol25 dataset. Energies are from ωB97M-V/def2-TZVPD.

The geometry in XYZ format:
```
21
Properties=species:S:1:pos:R:3
C 0.88 -1.94 0.34
C 1.65 -0.95 -0.04
C 2.89 -0.19 0.15
C 1.92 0.14 -0.99
H 1.13 -2.56 1.20
H -0.04 -2.18 -0.19
H 2.96 0.51 0.98
H 3.83 -0.67 -0.11
H 2.22 -0.11 -2.01
H 1.34 1.06 -0.91
H 0.45 2.28 0.79
H 1.08 2.32 1.19
C -2.16 1.57 0.36
C -1.91 0.27 0.39
C -2.50 -0.72 -0.57
H -2.81 2.01 -0.39
H -1.74 2.25 1.10
H -1.24 -0.13 1.15
H -3.22 -1.37 -0.06
H -3.01 -0.22 -1.39
H -1.73 -1.38 -1.00
```

Output
HOMO energy (eV): -9.56
Kohn-Sham gap (hartree): 0.3963

***

[2]
Here is C26H23IN6O4SV as an isolated structure from the OMol25 dataset. Energies are from ωB97M-V/def2-TZVPD.

The geometry in XYZ format:
```
62
Properties=species:S:1:pos:R:3
V 0.45 -0.42 -0.08
N 4.69 -0.32 1.12
C 3.40 -0.54 0.84
S 2.44 0.85 0.43
N 3.00 -1.79 0.92
N 1.70 -1.94 0.61
C 1.17 -3.12 0.64
C -0.23 -3.24 0.28
C -0.87 -4.46 0.22
C -2.21 -4.51 -0.14
C -2.86 -3.33 -0.45
C -2.16 -2.14 -0.38
N -0.88 -2.09 -0.02
H 5.09 0.60 1.01
H 5.29 -1.10 1.32
H 1.76 -3.99 0.88
H -0.33 -5.37 0.46
H -2.73 -5.45 -0.20
H -3.90 -3.32 -0.75
H -2.63 -1.19 -0.63
O -2.06 3.06 5.42
C -1.05 2.10 5.62
C -0.79 1.39 4.32
C 0.08 0.30 4.28
C 0.34 -0.30 3.06
N -0.24 0.09 1.93
C -1.11 1.11 1.97
C -1.39 1.80 3.14
C -1.73 1.48 0.67
C -2.93 2.16 0.60
C -3.45 2.49 -0.65
C -4.73 3.29 -0.77
O -4.48 4.67 -0.63
C -2.74 2.09 -1.77
C -1.57 1.38 -1.63
N -1.06 1.08 -0.42
H -2.17 3.58 6.22
H -1.33 1.37 6.37
H -0.11 2.57 5.94
H 0.57 -0.06 5.17
H 1.05 -1.11 2.99
H -2.04 2.66 3.14
H -3.47 2.40 1.50
H -5.46 2.94 -0.03
H -5.16 3.15 -1.76
H -4.37 4.90 0.29
H -3.10 2.32 -2.77
H -1.03 1.00 -2.49
I 6.89 -0.59 -5.43
C 4.95 -0.55 -4.67
C 3.91 -0.06 -5.45
C 2.62 -0.03 -4.94
C 2.37 -0.48 -3.65
C 3.42 -0.97 -2.87
C 4.71 -1.01 -3.38
C 0.97 -0.42 -3.13
O 0.04 -0.09 -3.82
O 0.84 -0.76 -1.86
H 4.11 0.30 -6.45
H 1.80 0.34 -5.53
H 3.22 -1.34 -1.87
H 5.52 -1.40 -2.78
```

Output
HOMO energy (spin up / spin down) (eV): -10.52 / -10.52
Net charge: +1
Spin multiplicity: 3
Kohn-Sham gap (spin up / spin down) (hartree): 0.2609 / 0.2562

***

[3]
Here is one molecule with the formula C4H6OS2 at a distorted geometry from the OMol25 dataset. Energies are from ωB97M-V/def2-TZVPD.

The geometry in XYZ format:
```
13
Properties=species:S:1:pos:R:3
C 1.41 0.58 1.26
C 1.20 -0.22 0.05
S 2.32 -0.05 -1.17
S -0.05 -1.46 0.26
C -1.13 -0.81 -1.02
C -1.73 0.42 -0.42
O -1.17 1.48 -0.47
H 1.96 -0.31 2.06
H 0.40 0.83 1.56
H 2.28 1.52 1.12
H -0.59 -0.71 -1.92
H -1.90 -1.63 -1.24
H -2.99 0.35 -0.08
```

Output
HOMO energy (eV): -8.73
Kohn-Sham gap (hartree): 0.2925

***

[4]
Here is a 2-piece molecular cluster, C5H15N3 overall from the OMol25 dataset. Energies are from ωB97M-V/def2-TZVPD.

The geometry in XYZ format:
```
23
Properties=species:S:1:pos:R:3
N -2.03 0.65 2.55
C -2.52 0.67 1.38
N -2.12 1.48 0.33
N -3.58 -0.17 1.05
H -1.25 1.28 2.67
H -1.43 2.17 0.57
H -2.70 1.59 -0.47
H -3.53 -0.57 0.12
H -3.72 -0.87 1.75
C 3.03 -0.65 -1.01
C 1.70 -0.01 -0.65
C 0.67 -0.27 -1.77
C 1.16 -0.57 0.65
H 3.81 -0.33 -0.33
H 2.95 -1.74 -0.94
H 3.35 -0.42 -2.03
H 1.86 1.07 -0.59
H -0.31 0.13 -1.55
H 0.60 -1.34 -1.92
H 1.04 0.14 -2.71
H 1.78 -0.40 1.54
H 0.16 -0.17 0.83
H 1.07 -1.65 0.53
```

Output
HOMO energy (eV): -9.04
Kohn-Sham gap (hartree): 0.3618

***

[5]
Here is C16H13AsCoN3O7S as an isolated structure at a distorted geometry from the OMol25 dataset. Energies are from ωB97M-V/def2-TZVPD.

The geometry in XYZ format:
```
42
Properties=species:S:1:pos:R:3
Co -0.02 -0.15 0.52
O -3.61 -1.89 -1.41
As -2.67 -1.63 0.04
O -2.30 -2.98 0.85
O -1.28 -0.83 -0.63
C -3.84 -0.35 0.89
C -5.20 -0.57 0.73
C -6.12 0.26 1.35
C -5.70 1.33 2.12
C -4.34 1.57 2.29
C -3.43 0.73 1.67
S -1.73 1.02 1.97
O -1.56 1.87 3.10
O -1.11 -0.37 2.09
O -1.07 1.48 0.70
H -3.35 -2.73 -1.81
H -5.54 -1.40 0.13
H -7.18 0.07 1.22
H -6.42 1.98 2.60
H -3.99 2.38 2.91
C 2.50 1.33 3.59
C 3.41 2.07 2.86
C 3.31 2.09 1.47
C 2.30 1.38 0.87
N 1.40 0.68 1.59
C 1.50 0.64 2.92
C 2.08 1.30 -0.59
C 2.85 1.91 -1.56
C 2.51 1.73 -2.89
C 1.41 0.97 -3.22
C 0.67 0.38 -2.21
N 1.01 0.55 -0.93
H 2.55 1.28 4.67
H 4.20 2.62 3.36
H 4.01 2.66 0.88
H 0.75 0.06 3.44
H 3.70 2.51 -1.28
H 3.11 2.20 -3.66
H 1.11 0.82 -4.25
H -0.22 -0.21 -2.38
O 1.79 -2.28 0.05
N 0.90 -1.80 0.55
```

Output
HOMO energy (spin up / spin down) (eV): -12.31 / -12.32
Net charge: +1
Spin multiplicity: 2
Kohn-Sham gap (spin up / spin down) (hartree): 0.2773 / 0.2713

***

[6]
Here is an isolated ion of composition C11H16IN2 and charge +1 at a distorted geometry from the OMol25 dataset. Energies are from ωB97M-V/def2-TZVPD.

The geometry in XYZ format:
```
30
Properties=species:S:1:pos:R:3
C 3.16 2.12 0.42
C 3.53 0.84 0.00
C 1.82 2.51 0.43
C 2.53 0.03 -0.47
C 0.80 1.63 0.00
C 1.18 0.40 -0.59
C -0.66 1.99 0.08
C 0.32 -0.23 -1.44
C -1.58 0.74 0.33
C -0.34 -2.10 -2.94
C -2.22 -0.95 1.98
N 0.27 -1.52 -1.79
N -1.52 0.31 1.77
I -3.57 0.63 -0.43
H 3.93 2.80 0.98
H 4.57 0.52 0.17
H 1.51 3.45 0.95
H 2.90 -0.92 -0.96
H -0.80 2.90 0.69
H -1.09 2.32 -0.95
H -0.46 0.37 -1.91
H -1.03 -2.91 -2.91
H -0.86 -1.05 -3.30
H 0.53 -2.32 -3.72
H -2.35 -1.48 0.97
H -1.47 -1.59 2.55
H -3.20 -0.89 2.42
H 0.88 -2.13 -1.25
H -0.42 0.11 1.81
H -1.82 1.13 2.39
```

Output
HOMO energy (spin up / spin down) (eV): -10.23 / -10.23
Net charge: +1
Kohn-Sham gap (spin up / spin down) (hartree): 0.2245 / 0.2244

***

[7]
Here is a 2-piece molecular cluster, CH6NOPS2 overall at a distorted geometry from the OMol25 dataset. Energies are from ωB97M-V/def2-TZVPD.

The geometry in XYZ format:
```
12
Properties=species:S:1:pos:R:3
C 1.29 -3.39 1.34
N -1.43 -0.58 -0.84
O 1.10 2.79 -2.35
P 0.03 -1.38 -0.78
S 1.00 -0.14 0.41
S -0.23 -3.28 0.87
H 1.97 -2.44 1.39
H 1.87 -4.29 1.42
H 1.69 3.33 -2.87
H -2.12 -1.09 -1.35
H -1.68 0.28 -0.45
H 1.51 1.97 -2.06
```

Output
HOMO energy (eV): -8.22
Kohn-Sham gap (hartree): 0.2512

***

[8]
Here is a 2-piece molecular cluster, C4H6N2O2 overall at a distorted geometry from the OMol25 dataset. Energies are from ωB97M-V/def2-TZVPD.

The geometry in XYZ format:
```
14
Properties=species:S:1:pos:R:3
C -1.56 1.29 -0.66
C -0.18 -0.02 0.80
C -0.54 -1.32 0.18
C 2.13 -0.91 -0.39
O 0.58 -0.17 1.92
N -0.91 1.00 0.60
N 1.03 -0.48 -0.81
O -1.22 -1.94 -0.52
H 0.66 0.72 2.29
H -2.22 0.47 -0.99
H -2.20 2.16 -0.52
H -0.84 1.47 -1.45
H 2.31 -1.29 0.63
H 2.98 -0.97 -1.08
```

Output
HOMO energy (spin up / spin down) (eV): -7.98 / -7.98
Kohn-Sham gap (spin up / spin down) (hartree): 0.2704 / 0.2705

***

[9]
Here is a 2-piece molecular cluster, C3H5N3O overall at a distorted geometry from the OMol25 dataset. Energies are from ωB97M-V/def2-TZVPD.

The geometry in XYZ format:
```
12
Properties=species:S:1:pos:R:3
C -2.40 -0.50 -0.43
C 1.54 0.03 -1.03
C 1.09 1.41 0.80
N -1.69 -1.40 -0.18
N 1.20 -0.38 -2.04
N -0.56 -1.81 -0.16
O 1.92 0.40 0.10
H -3.42 -0.36 -0.61
H 1.11 2.39 0.29
H 1.42 1.51 1.81
H 0.00 1.04 0.77
H -0.23 -2.33 0.66
```

Output
HOMO energy (spin up / spin down) (eV): -8.83 / -8.83
Kohn-Sham gap (spin up / spin down) (hartree): 0.3389 / 0.3389

***

Going through the records in order, we get energy above the lowest of the compared OMol25 structures with the same formula, charge and spin values of 3.8839, 0.0000, 3.2568, 0.0428, 0.0000, 2.4227, 2.7750, 5.2636, 6.1485 eV.